Version A
Computed, not measured: a 2-piece molecular cluster, C3H12N2O overall, with ωB97M-V/def2-TZVPD.

Its expectation value of S² is 0.756. For the HOMO energy (spin up / spin down), the calculation gives -15.428 / -14.549 eV. The frontier orbital gap (spin up / spin down) comes out at 12.371 / 5.696 eV.

ORCA input file:
```
! wB97M-V def2-TZVPD RIJCOSX def2/J DEFGRID3
* xyz 1 2
C -0.66372 0.58996 -2.48121
C -1.05440 0.89515 -1.09818
N -0.23200 -0.05404 -0.11857
C -0.83190 -0.24548 1.22792
N -0.00268 -0.83244 2.26530
H -0.96642 -0.34931 -3.00118
H -0.81560 1.35327 -3.24318
H 0.38978 0.58810 -2.37769
H -2.16140 0.64108 -1.24661
H -0.77171 1.87813 -0.83096
H 0.07895 -0.97434 -0.49931
H -1.06940 0.78261 1.46651
H -1.81192 -0.70139 1.08762
H -0.33892 -1.03747 3.17372
H 0.82613 -0.30469 2.46892
H 1.52323 -0.09449 0.24804
H 2.54111 -0.51413 -0.64029
O 2.43987 -0.31248 0.30952
*
```

Here are the Löwdin charges for atoms 1 to 2, given in e: C -0.112; C -0.153

---

Version B
Computed, not measured: a 2-piece molecular cluster, C3H12N2O overall, with ωB97M-V/def2-TZVPD.

Its expectation value of S² is 0.755. For the HOMO energy (spin up / spin down), the calculation gives -14.094 / -13.751 eV. The frontier orbital gap (spin up / spin down) comes out at 10.651 / 4.945 eV.

ORCA input file:
```
! wB97M-V def2-TZVPD RIJCOSX def2/J DEFGRID3
* xyz 1 2
N -0.17210 -1.19703 -0.11200
C -0.95478 -0.08124 -0.79760
C -2.41503 0.05143 -0.38094
C -0.20364 1.36732 -0.30777
N 1.14697 1.61303 -0.80504
H -0.16189 -1.24379 0.81616
H -0.49962 -2.06329 -0.48208
H -0.73297 -0.15727 -2.00479
H -2.68268 -0.42639 0.61774
H -2.69019 1.02484 -0.12946
H -3.24051 -0.37930 -0.94373
H -0.16515 1.47167 0.90497
H -0.89515 1.98205 -0.67924
H 1.31126 2.65236 -0.80860
H 1.37308 1.04196 -1.56058
H 2.02660 -1.88955 1.15591
H 3.21561 -1.26769 1.83800
O 2.21978 -1.46034 2.07662
*
```

Here are the Löwdin charges for atoms 1 to 2, given in e: N 0.069; C -0.304

---

Version C
Computed, not measured: a 2-piece molecular cluster, C3H12N2O overall, with ωB97M-V/def2-TZVPD.

Its expectation value of S² is 0.756. For the HOMO energy (spin up / spin down), the calculation gives -14.614 / -13.912 eV. The frontier orbital gap (spin up / spin down) comes out at 11.413 / 5.114 eV.

ORCA input file:
```
! wB97M-V def2-TZVPD RIJCOSX def2/J DEFGRID3
* xyz 1 2
N -0.37864 -0.56354 -1.86152
C -0.43451 -1.58606 -0.74140
C -0.72349 -1.01591 0.66225
N 0.36562 -0.02790 0.96093
C 0.21680 0.75605 2.16979
H -1.25578 -0.07078 -1.95564
H -0.12362 -1.06804 -2.69507
H 0.47938 -2.16090 -0.76173
H -1.25461 -2.29430 -0.98218
H -0.86590 -1.83245 1.37276
H -1.62188 -0.37202 0.67835
H 1.20993 -0.59774 1.07045
H 0.07790 1.80961 1.84731
H 1.16655 0.82259 2.70320
H -0.56573 0.34398 2.81024
H 0.63447 1.88178 -0.19002
H 1.05756 1.41272 -1.63614
O 0.84258 2.16290 -1.07545
*
```

Here are the Löwdin charges for atoms 1 to 2, given in e: N 0.083; C -0.209

---

Decreasing stability: version C, version A, version B

---

Version A
Computed, not measured: C26H23AuN2O7 as an isolated structure, with ωB97M-V/def2-TZVPD.

For the HOMO energy, the calculation gives -8.206 eV. The frontier orbital gap comes out at 8.307 eV.

ORCA input file:
```
! wB97M-V def2-TZVPD RIJCOSX def2/J DEFGRID3
* xyz 0 1
Au -0.55687 -0.49986 0.95920
O -0.55713 1.41992 1.37695
C -0.00067 1.70278 2.59791
C -0.65259 2.66218 3.36663
C -0.13066 3.04815 4.58772
C 1.04923 2.48112 5.05238
C 1.69566 1.53018 4.28414
C 1.18938 1.11858 3.05321
C 1.99351 0.08632 2.28916
O 3.08670 -0.24739 2.70142
O 1.48498 -0.41516 1.19177
H 0.21487 2.05411 0.26054
H -1.56742 3.09079 2.97858
H -0.64657 3.79443 5.17855
H 1.46281 2.78211 6.00558
H 2.62233 1.07895 4.61192
C -5.30928 -0.26998 0.49355
C -4.75137 -0.89752 1.59980
C -3.37133 -0.98394 1.73044
C -2.54968 -0.43448 0.75121
C -3.10126 0.20441 -0.35187
C -4.48606 0.27786 -0.47838
H -6.38495 -0.20335 0.39383
H -5.39082 -1.31819 2.36571
H -2.94218 -1.47844 2.59348
H -2.45057 0.63881 -1.10070
H -4.91790 0.77492 -1.33802
O 0.79355 2.36133 -0.51272
C 0.69223 1.51669 -1.51129
O -0.09881 0.58798 -1.52570
C 1.63476 1.77768 -2.63587
C 1.76665 0.81286 -3.62380
C 2.64180 0.98559 -4.69711
C 3.35521 2.15765 -4.72398
O 4.24573 2.58177 -5.66884
C 4.83010 3.77072 -5.13377
O 4.02135 4.19797 -4.04379
C 3.22107 3.12511 -3.74092
C 2.37479 2.97041 -2.67835
H 1.17071 -0.08501 -3.54146
H 2.75685 0.23847 -5.46935
H 4.84221 4.54204 -5.90112
H 5.84000 3.54561 -4.77602
H 2.27611 3.71446 -1.90223
C -2.61250 -5.12846 -0.95680
C -1.58408 -4.33124 -0.23224
C -0.46482 -4.70576 0.48031
C 0.13220 -3.52272 0.94409
N -0.59136 -2.48774 0.51692
N -1.63477 -2.99441 -0.17538
C 1.36426 -3.39985 1.77104
H -2.27861 -6.15804 -1.05806
H -2.79166 -4.72551 -1.95360
H -3.55814 -5.12662 -0.41349
H -0.10538 -5.70710 0.64191
H -2.29558 -2.35850 -0.59693
H 2.06435 -4.18562 1.49267
H 1.11791 -3.53544 2.82628
H 1.84171 -2.43159 1.64488
*
```

Here are the Löwdin charges for atoms 1 to 2, given in e: Au 1.373; O -0.267

---

Version B
Computed, not measured: C26H23AuN2O7 as an isolated structure, with ωB97M-V/def2-TZVPD.

For the HOMO energy, the calculation gives -7.728 eV. The frontier orbital gap comes out at 7.014 eV.

ORCA input file:
```
! wB97M-V def2-TZVPD RIJCOSX def2/J DEFGRID3
* xyz 0 1
Au 0.33920 -0.72917 0.34932
O -0.28057 -1.91061 -1.18957
C -1.55409 -2.48731 -0.98961
C -1.69533 -3.76406 -1.50325
C -2.90129 -4.43333 -1.39177
C -3.96740 -3.82613 -0.74357
C -3.81559 -2.54661 -0.23225
C -2.61991 -1.84557 -0.35229
C -2.59421 -0.41954 0.19455
O -3.60095 0.07686 0.64831
O -1.44796 0.19890 0.13332
H -0.37108 -1.23044 -1.98381
H -0.84642 -4.21383 -2.00350
H -3.00814 -5.42277 -1.81775
H -4.91507 -4.33972 -0.64643
H -4.63084 -2.04303 0.27034
C 4.06602 -3.68218 0.19121
C 3.33242 -3.59137 1.36385
C 2.27469 -2.69134 1.45894
C 1.96279 -1.89016 0.36832
C 2.69526 -1.96293 -0.80869
C 3.74913 -2.86629 -0.88829
H 4.88417 -4.38729 0.11923
H 3.57190 -4.22442 2.20911
H 1.68656 -2.65674 2.36650
H 2.45717 -1.31109 -1.63873
H 4.32317 -2.92634 -1.80400
O -0.54632 0.08996 -2.86767
C 0.17524 0.90632 -2.25265
O 1.12609 0.53106 -1.48213
C -0.09922 2.37012 -2.40193
C 0.20002 3.23496 -1.36022
C -0.13300 4.59326 -1.42438
C -0.75372 5.01972 -2.56937
O -1.16841 6.28832 -2.88305
C -1.89572 6.16319 -4.10712
O -1.65445 4.85744 -4.62643
C -1.04247 4.16172 -3.61089
C -0.73770 2.82954 -3.56278
H 0.68083 2.83073 -0.47952
H 0.08867 5.27738 -0.61602
H -1.54326 6.90921 -4.81661
H -2.96386 6.28861 -3.91137
H -0.97636 2.15258 -4.37091
C 2.98629 -0.18640 5.00788
C 1.85455 0.12413 4.08755
C 0.60177 0.64696 4.31959
C -0.04748 0.71509 3.07778
N 0.78438 0.25064 2.13230
N 1.92372 -0.10954 2.77366
C -1.40387 1.26734 2.80238
H 2.80896 0.26589 5.98015
H 3.93061 0.19136 4.61581
H 3.08499 -1.26427 5.14468
H 0.19432 0.96048 5.26600
H 2.70257 -0.45536 2.23647
H -1.56306 2.15290 3.41714
H -2.18135 0.54210 3.04710
H -1.52639 1.52107 1.75504
*
```

Here are the Löwdin charges for atoms 1 to 2, given in e: Au 1.365; O -0.130

---

Decreasing stability: version A, version B